Molecular formula: C3H5NO
Method: DFT, ωB97M-V/def2-TZVPD

```
10
Properties=species:S:1:pos:R:3:forces:R:3
N 2.1317 0.8644 0.9010 -1.21 -0.08 -0.57
C 1.5258 0.1872 0.0674 -0.16 -0.19 -0.20
C 0.5938 -0.2555 -0.7354 0.03 -0.15 -0.19
C -0.7088 -0.6541 -0.1052 0.17 -0.55 -0.14
O -1.4223 0.5370 0.2316 -0.20 -0.06 0.05
H 1.2968 1.5065 0.8122 1.33 1.14 1.28
H 0.6553 0.0489 -1.7715 -0.04 -0.29 -0.08
H -0.5243 -1.2479 0.7999 -0.03 0.03 -0.17
H -1.2776 -1.2603 -0.8160 -0.09 0.01 0.11
H -2.2704 0.2739 0.6160 0.20 0.13 -0.09
```
Positions in Å, forces in eV/Å.

Properties
Kohn-Sham gap   10.040 eV
Energy relative to the best compared isomer or geometry (same formula, charge and spin)   248.3 kJ/mol

Molecular formula: C3H5NO
Method: DFT, ωB97M-V/def2-TZVPD

```
10
Properties=species:S:1:pos:R:3:forces:R:3
C -2.2938 -0.3948 0.2759 -0.13 -0.77 1.26
C -1.2996 0.1643 -0.0937 -0.91 0.21 0.10
C -0.1483 0.8081 -0.6226 4.27 -0.79 1.32
O 0.9671 -0.2820 -0.7069 -1.20 0.98 -1.41
N 1.6641 -0.4133 0.4768 -1.57 1.64 0.85
H -2.9505 -0.9792 0.9173 0.14 0.53 -0.84
H 0.4095 1.5485 0.0632 -1.55 -0.71 -1.05
H -0.2440 1.1299 -1.6451 -0.12 0.29 -0.24
H 1.2538 -1.1573 0.9791 0.13 -1.06 0.57
H 2.6417 -0.4242 0.3560 0.95 -0.33 -0.56
```
Positions in Å, forces in eV/Å.

Properties
Kohn-Sham gap   10.200 eV
Energy relative to the best compared isomer or geometry (same formula, charge and spin)   438.4 kJ/mol

Molecular formula: C3H5NO2
Method: DFT, ωB97M-V/def2-TZVPD

```
11
Properties=species:S:1:pos:R:3:forces:R:3
H 0.1761 0.9235 -1.8815 0.17 -0.04 -0.04
N -0.0272 1.0793 -0.9017 0.13 -0.30 -0.02
C 0.2312 0.0657 -0.1971 -0.08 0.16 -0.43
C 0.8128 -1.2571 -0.6040 0.03 0.03 -0.06
O -0.0639 0.1433 1.1425 -0.08 0.01 -0.06
C -1.0738 1.0500 1.4339 -0.56 0.06 0.04
O -2.1768 0.9777 0.9942 0.57 -0.02 0.34
H 0.0062 -1.9908 -0.7053 0.09 0.10 0.07
H 1.5251 -1.6389 0.1324 -0.14 0.15 -0.04
H 1.3156 -1.1519 -1.5681 -0.08 -0.05 0.14
H -0.7253 1.7992 2.1547 -0.05 -0.09 0.05
```
Positions in Å, forces in eV/Å.

Properties
Kohn-Sham gap   11.341 eV
Energy relative to the best compared isomer or geometry (same formula, charge and spin)   102.9 kJ/mol

Molecular formula: C3H5NO2
Method: DFT, ωB97M-V/def2-TZVPD

```
11
Properties=species:S:1:pos:R:3:forces:R:3
N -0.5056 -1.3346 0.6969 0.14 -0.03 0.04
C 0.0563 -0.4026 -0.2375 0.04 0.06 -0.11
C -0.6926 0.8812 -0.6486 -0.43 -0.02 -0.16
O 0.5304 1.6467 -0.4834 0.07 0.19 0.18
C 1.1025 0.6145 0.2031 0.66 0.01 0.49
O 2.0231 0.6528 0.9593 -0.27 -0.06 -0.42
H -0.2942 -1.0755 1.6559 -0.09 0.05 -0.13
H -0.1249 -2.2601 0.5548 -0.07 0.00 0.00
H 0.4302 -0.9016 -1.1378 -0.13 -0.02 0.16
H -1.0970 0.9814 -1.6528 0.10 -0.12 -0.04
H -1.4281 1.1977 0.0901 -0.03 -0.05 0.00
```
Positions in Å, forces in eV/Å.

Properties
Kohn-Sham gap   10.723 eV
Energy relative to the best compared isomer or geometry (same formula, charge and spin)   116.2 kJ/mol

Molecular formula: C3H5NO2
Method: DFT, ωB97M-V/def2-TZVPD

```
11
Properties=species:S:1:pos:R:3:forces:R:3
C -0.5051 0.4781 -1.5883 -0.03 0.12 -0.15
N -0.1440 -0.3245 -0.4386 0.16 0.06 0.26
C 0.3922 0.2336 0.6688 -0.04 0.15 -0.14
O 0.7162 1.4035 0.7894 -0.07 -0.29 -0.03
C 0.5267 -0.6621 1.8993 -0.26 -0.29 0.14
O -0.3469 -1.4100 2.2631 0.46 0.22 -0.27
H -0.5465 1.5161 -1.2581 0.00 -0.08 -0.10
H 0.2294 0.3981 -2.3968 -0.09 -0.01 0.12
H -1.4894 0.1801 -1.9615 0.17 0.02 0.06
H -0.2853 -1.3207 -0.4581 -0.15 0.06 0.15
H 1.4525 -0.4922 2.4808 -0.14 0.04 -0.01
```
Positions in Å, forces in eV/Å.

Properties
Kohn-Sham gap   10.134 eV
Energy relative to the best compared isomer or geometry (same formula, charge and spin)   85.6 kJ/mol

Molecular formula: C3H5NO2
Method: DFT, ωB97M-V/def2-TZVPD

```
11
Properties=species:S:1:pos:R:3:forces:R:3
O -0.7877 2.2150 0.1978 -0.09 -1.02 0.21
C -0.9420 1.0914 0.4703 -0.01 0.54 -0.06
N -1.0812 -0.1054 0.6503 0.11 0.58 -0.28
C -1.5614 -0.8358 1.7428 -0.19 -0.45 0.14
O -1.7711 -2.0118 1.6810 0.10 0.51 0.12
H -1.7237 -0.2276 2.6501 0.01 -0.16 -0.08
C 1.6013 -0.0376 -1.4888 0.02 0.02 -0.03
H 1.0028 0.8738 -1.5648 0.10 -0.12 0.00
H 2.6527 0.2122 -1.6445 -0.13 -0.04 0.03
H 1.2781 -0.7459 -2.2543 0.03 0.08 0.11
H 1.4691 -0.4867 -0.5024 0.04 0.05 -0.15
```
Positions in Å, forces in eV/Å.

Properties
Kohn-Sham gap   11.595 eV
Energy relative to the best compared isomer or geometry (same formula, charge and spin)   91.7 kJ/mol

no.,E_HOMO (eV),LUMO (eV)
1,-9.315,0.72
2,-9.101,1.10
3,-10.436,0.90
4,-9.945,0.78
5,-9.833,0.30
6,-11.176,0.42